*P*
{"formula": "C17H23BrN3OPtSTe", "method": "ωB97M-V/def2-TZVPD", "symbols": ["Pt", "O", "C", "C", "C", "N", "C", "Br", "C", "H", "H", "H", "H", "C", "N", "C", "S", "N", "C", "H", "H", "H", "H", "H", "H", "H", "H", "C", "C", "C", "C", "C", "C", "Te", "C", "C", "C", "H", "H", "H", "H", "H", "H", "H", "H", "H", "H", "H"], "coordinates": [[1.579, 1.074, -1.029], [-0.864, 3.937, -4.792], [-0.942, 3.414, -3.552], [-2.033, 3.610, -2.708], [-2.003, 3.020, -1.459], [-0.992, 2.269, -1.018], [0.050, 2.094, -1.828], [2.450, 2.942, 0.457], [0.119, 2.639, -3.103], [-1.630, 4.490, -4.981], [-2.880, 4.214, -3.012], [-2.833, 3.159, -0.774], [0.978, 2.474, -3.740], [-2.798, -0.599, -3.472], [-1.355, -0.652, -3.309], [-0.734, -0.741, -2.140], [1.010, -0.825, -2.158], [-1.446, -0.813, -1.030], [-0.915, -0.860, 0.324], [-3.027, -0.550, -4.532], [-3.211, 0.291, -2.991], [-3.266, -1.495, -3.060], [-0.759, -0.561, -4.114], [-2.433, -0.620, -1.110], [-0.075, -1.549, 0.375], [-1.706, -1.211, 0.982], [-0.593, 0.136, 0.635], [-0.101, -3.341, 4.285], [0.681, -2.347, 3.475], [1.609, -2.757, 2.530], [2.356, -1.843, 1.796], [3.351, -2.337, 0.776], [2.166, -0.479, 2.027], [3.471, 0.636, 0.781], [1.233, -0.024, 2.963], [0.953, 1.431, 3.213], [0.509, -0.979, 3.666], [0.027, -4.353, 3.907], [-1.165, -3.102, 4.277], [0.227, -3.326, 5.326], [1.762, -3.815, 2.353], [3.307, -3.421, 0.693], [4.382, -2.088, 1.052], [3.146, -1.931, -0.223], [0.478, 1.893, 2.345], [1.860, 1.992, 3.440], [0.277, 1.542, 4.059], [-0.216, -0.638, 4.397]], "mulliken_charge": [1.171, -0.517, 0.994, -0.471, -0.854, -0.371, -0.067, -0.310, -0.600, 0.308, 0.390, 0.403, 0.448, -1.077, -0.036, 0.225, -0.543, 0.056, -1.102, 0.344, 0.348, 0.362, 0.292, 0.269, 0.370, 0.387, 0.295, -1.532, 0.469, -0.990, 1.085, -2.350, 0.872, 0.141, 0.852, -1.589, -0.722, 0.374, 0.356, 0.345, 0.301, 0.377, 0.502, 0.425, 0.268, 0.358, 0.387, 0.358], "gap_ev": 6.688, "total_charge": 1}

---

*Q*
{"formula": "C17H23BrN3OPtSTe", "method": "ωB97M-V/def2-TZVPD", "symbols": ["Pt", "O", "C", "C", "C", "N", "C", "Br", "C", "H", "H", "H", "H", "C", "N", "C", "S", "N", "C", "H", "H", "H", "H", "H", "H", "H", "H", "C", "C", "C", "C", "C", "C", "Te", "C", "C", "C", "H", "H", "H", "H", "H", "H", "H", "H", "H", "H", "H"], "coordinates": [[0.277, 1.766, -0.284], [5.297, 5.310, -1.063], [4.314, 4.531, -0.617], [4.443, 3.158, -0.402], [3.342, 2.444, 0.008], [2.139, 2.994, 0.236], [2.055, 4.319, 0.080], [0.399, 5.124, 0.484], [3.084, 5.127, -0.337], [6.097, 4.808, -1.255], [5.392, 2.665, -0.567], [3.409, 1.376, 0.169], [2.959, 6.191, -0.467], [-2.796, 2.539, 3.239], [-2.506, 2.708, 1.826], [-2.430, 1.725, 0.936], [-2.028, 2.123, -0.706], [-2.734, 0.490, 1.315], [-2.852, -0.675, 0.450], [-2.808, 3.515, 3.713], [-2.031, 1.925, 3.721], [-3.776, 2.080, 3.389], [-2.248, 3.620, 1.495], [-2.982, 0.348, 2.283], [-2.691, -0.377, -0.581], [-3.851, -1.098, 0.545], [-2.115, -1.429, 0.726], [-0.746, -6.004, -0.195], [-0.514, -4.563, -0.544], [-0.744, -4.089, -1.829], [-0.478, -2.773, -2.181], [-0.779, -2.321, -3.586], [0.056, -1.907, -1.209], [0.885, -0.086, -1.912], [0.202, -2.337, 0.120], [0.635, -1.431, 1.242], [-0.082, -3.662, 0.422], [-1.124, -6.562, -1.049], [-1.461, -6.101, 0.623], [0.188, -6.465, 0.131], [-1.134, -4.768, -2.578], [-1.432, -3.034, -4.086], [0.136, -2.235, -4.176], [-1.269, -1.348, -3.590], [0.399, -0.385, 1.038], [1.712, -1.505, 1.410], [0.141, -1.723, 2.170], [0.049, -4.010, 1.441]], "mulliken_charge": [0.675, -0.488, 0.976, -0.593, -0.454, -0.568, 0.300, -0.193, -0.400, 0.314, 0.333, 0.498, 0.457, -1.093, -0.090, 0.429, -0.408, -0.098, -0.749, 0.357, 0.347, 0.350, 0.281, 0.199, 0.269, 0.385, 0.142, -1.416, 0.568, -1.034, 0.990, -1.789, 0.258, 0.094, 0.365, -1.420, -0.571, 0.361, 0.336, 0.337, 0.309, 0.400, 0.379, 0.415, 0.109, 0.331, 0.412, 0.390], "gap_ev": [5.968, 5.582], "total_charge": 1}

---

Which is the most stable structure? *P* is the most stable.

---

*P*
{"formula": "C6H9IN2", "method": "ωB97M-V/def2-TZVPD", "symbols": ["C", "C", "C", "C", "C", "C", "N", "N", "I", "H", "H", "H", "H", "H", "H", "H", "H", "H"], "coordinates": [[0.442, -2.414, 1.366], [0.472, -1.028, 0.667], [-0.713, -0.439, 0.485], [-0.617, 2.153, -0.767], [1.720, -0.539, 0.056], [-2.041, 2.069, -0.726], [-0.104, -2.462, 2.472], [0.562, 2.350, -0.897], [-2.659, -0.964, 1.105], [0.740, -3.297, 0.809], [1.856, -1.039, -0.839], [2.574, -0.808, 0.597], [1.606, 0.633, -0.063], [-2.627, 1.221, -1.159], [-2.585, 2.945, -1.035], [-2.377, 1.797, 0.305], [-0.057, -3.273, 3.101], [1.004, 3.191, -1.229]], "mulliken_charge": [-0.302, 0.655, -0.542, 0.569, -1.140, -0.962, -0.518, -0.391, -0.009, 0.391, 0.319, 0.444, 0.183, 0.319, 0.333, 0.213, 0.212, 0.226], "gap_ev": [7.941, 6.019]}

---

*Q*
{"formula": "C6H9IN2", "method": "ωB97M-V/def2-TZVPD", "symbols": ["C", "C", "C", "C", "C", "C", "N", "N", "I", "H", "H", "H", "H", "H", "H", "H", "H", "H"], "coordinates": [[0.145, -1.096, 0.672], [-0.104, -0.231, -0.514], [0.820, 1.725, 0.785], [1.317, -1.116, 1.229], [-1.392, -0.499, -1.234], [2.107, 1.320, 0.724], [-0.160, 1.192, 0.020], [2.284, -1.697, 1.622], [3.609, 2.350, 1.604], [-0.760, -1.168, 1.242], [0.780, -0.261, -1.175], [0.577, 2.698, 1.272], [-2.223, -0.737, -0.663], [-1.297, -1.400, -1.799], [-1.550, 0.372, -1.883], [2.491, 0.610, 0.120], [-1.077, 1.422, 0.271], [3.173, -1.433, 2.076]], "mulliken_charge": [-0.828, 0.591, -0.189, 0.573, -1.762, -0.879, -0.211, -0.501, 0.067, 0.206, 0.272, 0.310, 0.405, 0.454, 0.413, 0.551, 0.249, 0.281], "smiles": "C[C@H](C=C=N)N/C=C/I", "gap_ev": 8.551}

---

Which is the most stable structure? *Q* is the most stable.

---

*P*
{"formula": "C23H36N4O3", "method": "ωB97M-V/def2-TZVPD", "symbols": ["C", "H", "H", "H", "C", "N", "C", "H", "H", "H", "C", "C", "O", "N", "C", "C", "C", "C", "C", "C", "H", "H", "N", "C", "H", "C", "H", "O", "C", "C", "H", "H", "H", "H", "H", "H", "H", "H", "H", "H", "H", "C", "O", "N", "H", "C", "H", "C", "C", "C", "C", "C", "C", "H", "H", "H", "H", "H", "H", "H", "H", "H", "H", "H", "H", "H"], "coordinates": [[5.623, 1.791, 0.313], [6.032, 0.853, 0.680], [5.529, 2.474, 1.153], [6.300, 2.216, -0.422], [4.252, 1.550, -0.321], [3.850, 2.739, -1.077], [3.224, 3.782, -0.300], [2.210, 3.542, 0.055], [3.187, 4.693, -0.899], [3.836, 3.970, 0.579], [3.247, 2.478, -2.373], [2.046, 1.542, -2.286], [2.164, 0.339, -2.448], [0.889, 2.144, -1.915], [-0.288, 1.486, -1.512], [-0.666, 0.260, -2.041], [-1.793, -0.387, -1.570], [-2.582, 0.170, -0.562], [-2.218, 1.432, -0.077], [-1.093, 2.077, -0.541], [-0.829, 3.046, -0.141], [-2.829, 1.919, 0.668], [-3.731, -0.446, -0.077], [-3.919, -0.554, 1.358], [-3.529, 0.328, 1.863], [-5.411, -0.709, 1.656], [-5.578, -0.860, 2.724], [-5.937, -1.843, 1.008], [-5.747, -1.748, -0.382], [-4.265, -1.610, -0.751], [-4.189, -1.475, -1.831], [-3.733, -2.530, -0.459], [-6.164, -2.660, -0.812], [-6.294, -0.876, -0.774], [-5.945, 0.194, 1.324], [-3.392, -1.443, 1.744], [-2.040, -1.349, -1.990], [-0.061, -0.206, -2.800], [0.924, 3.132, -1.707], [2.972, 3.434, -2.824], [4.000, 1.993, -3.002], [3.243, 1.192, 0.787], [3.240, 1.755, 1.866], [2.359, 0.229, 0.463], [2.351, -0.166, -0.466], [1.280, -0.149, 1.348], [0.335, 0.269, 0.977], [1.132, -1.666, 1.494], [0.103, -1.967, 2.586], [-0.107, -3.470, 2.751], [-0.548, -4.096, 1.432], [0.487, -3.815, 0.348], [0.689, -2.311, 0.181], [-0.250, -1.853, -0.137], [1.427, -2.129, -0.602], [0.164, -4.250, -0.600], [1.435, -4.282, 0.624], [-1.511, -3.674, 1.133], [-0.679, -5.173, 1.555], [-0.857, -3.655, 3.523], [0.827, -3.932, 3.075], [-0.845, -1.495, 2.315], [0.432, -1.534, 3.532], [2.100, -2.084, 1.791], [1.505, 0.306, 2.316], [4.323, 0.719, -1.028]], "mulliken_charge": [-1.825, 0.440, 0.277, 0.438, 0.290, 0.284, -0.913, 0.225, 0.352, 0.295, -1.360, 0.604, -0.643, -0.045, 0.367, -0.179, -0.545, 0.739, -0.711, -0.802, 0.342, 0.519, 0.086, -0.302, 0.655, -0.847, 0.353, -0.412, -0.896, -0.469, 0.555, 0.128, 0.379, 0.386, 0.403, -0.079, 0.119, 0.397, 0.334, 0.503, 0.357, 0.448, -0.684, 0.222, 0.142, -0.999, -0.469, 0.738, -0.511, -0.903, -0.206, -1.192, 0.184, -0.463, 0.476, 0.399, 0.399, -0.095, 0.385, 0.415, 0.353, -0.113, 0.446, 0.236, 0.489, 0.503], "smiles": "C[C@@H](C(=O)NCC1CCCCC1)N(C)CC(=O)Nc1ccc(N2CCOCC2)cc1", "gap_ev": 8.561}

---

*Q*
{"formula": "C23H36N4O3", "method": "ωB97M-V/def2-TZVPD", "symbols": ["C", "H", "O", "C", "C", "C", "C", "C", "C", "N", "C", "C", "N", "C", "C", "C", "H", "H", "C", "N", "C", "O", "C", "C", "N", "C", "C", "C", "H", "C", "O", "H", "H", "H", "H", "H", "H", "H", "H", "H", "H", "H", "C", "H", "H", "H", "H", "H", "H", "H", "C", "C", "H", "H", "H", "H", "H", "H", "H", "H", "H", "H", "H", "H", "H", "H"], "coordinates": [[-1.574, 7.268, -3.616], [-0.951, 8.166, -3.688], [-0.944, 6.258, -2.872], [0.295, 5.815, -3.275], [0.904, 6.237, -4.443], [2.178, 5.805, -4.783], [2.847, 4.944, -3.942], [2.238, 4.496, -2.781], [0.955, 4.900, -2.417], [0.359, 4.522, -1.219], [1.138, 3.889, -0.180], [1.149, 2.362, -0.306], [-0.217, 1.865, -0.265], [-0.247, 0.410, -0.126], [-1.538, -0.254, -0.612], [-1.498, -1.753, -0.317], [-2.435, -2.218, -0.627], [-0.685, -2.213, -0.883], [-1.271, -2.002, 1.175], [-0.050, -1.350, 1.588], [1.129, -1.935, 1.904], [2.138, -1.279, 2.098], [1.132, -3.442, 2.067], [0.433, -3.849, 3.381], [-0.077, -5.200, 3.412], [0.906, -6.249, 3.197], [0.216, -7.596, 3.417], [-0.964, -7.720, 2.456], [-1.551, -8.613, 2.669], [-1.841, -6.474, 2.601], [-1.089, -5.305, 2.383], [-2.631, -6.448, 1.847], [-2.289, -6.446, 3.603], [-0.597, -7.780, 1.429], [0.927, -8.409, 3.263], [-0.147, -7.640, 4.446], [1.704, -6.102, 3.926], [1.337, -6.214, 2.185], [-0.422, -3.195, 3.567], [1.124, -3.751, 4.220], [2.174, -3.763, 2.083], [0.630, -3.923, 1.227], [-0.083, 0.080, 1.370], [0.846, 0.491, 1.762], [-0.925, 0.514, 1.919], [-1.249, -3.069, 1.386], [-2.099, -1.561, 1.744], [-1.665, -0.106, -1.685], [-2.390, 0.194, -0.095], [0.596, -0.049, -0.677], [-0.957, 2.444, -1.372], [-0.978, 3.971, -1.216], [-1.566, 4.414, -2.015], [-1.440, 4.216, -0.254], [-1.987, 2.090, -1.351], [-0.509, 2.187, -2.350], [1.717, 1.938, 0.523], [1.643, 2.065, -1.249], [2.153, 4.287, -0.176], [0.663, 4.145, 0.774], [2.783, 3.812, -2.151], [3.843, 4.604, -4.185], [2.634, 6.154, -5.697], [0.398, 6.928, -5.100], [-2.486, 7.507, -3.070], [-1.838, 6.928, -4.624]], "mulliken_charge": [-1.025, 0.379, -0.368, 0.511, -0.433, -0.734, -1.081, -0.368, 1.059, 0.133, -1.541, -0.326, 0.259, 0.542, -0.972, -0.953, 0.425, 0.297, -0.412, 0.361, 0.632, -0.689, -0.669, -0.788, -0.136, -0.612, -0.776, -0.678, 0.359, -0.490, -0.061, 0.297, 0.359, 0.287, 0.359, 0.344, 0.372, 0.330, 0.472, 0.329, 0.471, 0.424, -1.619, 0.593, 0.047, 0.321, 0.170, 0.485, 0.357, 0.030, -0.499, -1.184, 0.476, 0.320, 0.605, 0.204, 0.425, 0.330, 0.590, 0.389, 0.297, 0.375, 0.380, 0.385, 0.249, 0.387], "smiles": "COc1ccccc1N1CCN([C@@H]2CCCN(C(=O)CCN3CCCCO3)C2)CC1", "gap_ev": 8.203}

---

Which is the most stable structure? *P* is the most stable.

---

*P*
{"formula": "CH3NOS", "method": "ωB97M-V/def2-TZVPD", "symbols": ["C", "N", "O", "S", "H", "H", "H"], "coordinates": [[0.586, -0.892, 0.006], [-0.187, 1.245, -0.306], [-2.008, -0.439, -0.509], [-1.000, -0.015, 0.425], [1.103, -0.789, -0.974], [1.197, -0.752, 0.866], [0.309, 1.641, 0.492]], "mulliken_charge": [-0.502, -0.431, -0.524, 0.533, 0.317, 0.325, 0.282], "smiles": "C=S(=N)=O", "gap_ev": [8.257, 8.297]}

---

*Q*
{"formula": "CH3NOS", "method": "ωB97M-V/def2-TZVPD", "symbols": ["S", "O", "C", "N", "H", "H", "H"], "coordinates": [[2.327, 0.685, 0.117], [-0.057, 0.297, -0.761], [0.698, 0.549, 0.302], [0.199, 0.780, 1.604], [0.449, 0.380, -1.570], [0.872, 0.328, 2.172], [-0.784, 0.686, 1.840]], "mulliken_charge": [-0.422, -0.416, 0.443, -0.438, 0.343, 0.249, 0.241], "smiles": "NC(O)=S", "gap_ev": 9.390}

---

Which is the most stable structure? *Q* is the most stable.

---

*P*
{"formula": "CH3NOS", "method": "ωB97M-V/def2-TZVPD", "symbols": ["C", "N", "O", "S", "H", "H", "H"], "coordinates": [[-2.231, -0.499, 0.089], [0.403, 0.454, -0.045], [-3.433, -0.451, 0.024], [-1.073, 1.299, -0.051], [-1.409, -1.278, 0.015], [0.712, 0.477, 0.850], [1.206, 0.849, -0.535]], "mulliken_charge": [0.158, -0.540, -0.379, -0.072, 0.321, 0.239, 0.273], "smiles": "NSC=O", "gap_ev": 9.416}

---

*Q*
{"formula": "CH3NOS", "method": "ωB97M-V/def2-TZVPD", "symbols": ["C", "N", "O", "S", "H", "H", "H"], "coordinates": [[0.266, 0.229, 0.289], [0.529, -0.848, -0.651], [2.701, -0.795, 0.565], [1.340, -1.076, 0.899], [0.747, 1.269, 0.012], [-0.782, 0.448, 0.746], [-0.292, -1.397, -0.873]], "mulliken_charge": [-0.242, -0.429, -0.495, 0.447, 0.204, 0.264, 0.251], "gap_ev": 10.646}

---

Which is the most stable structure? *P* is the most stable.

---

*P*
{"formula": "C2H10NO3", "method": "ωB97M-V/def2-TZVPD", "symbols": ["C", "N", "C", "O", "H", "H", "H", "H", "H", "H", "H", "H", "O", "H", "H", "O"], "coordinates": [[0.356, 0.110, -2.167], [1.046, -0.794, -1.247], [0.945, -0.325, 0.044], [-0.244, -0.202, 0.629], [0.415, -0.190, -3.229], [0.854, 1.055, -2.284], [-0.655, 0.245, -1.763], [0.528, -1.671, -1.340], [1.453, 0.679, -0.107], [1.722, -1.046, 0.634], [-1.252, 2.347, -0.191], [-1.493, 1.459, 1.024], [-1.405, 2.430, 0.750], [-0.429, -0.637, 2.993], [-0.831, -2.144, 2.866], [-1.011, -1.317, 3.388]], "mulliken_charge": [-0.801, -0.416, -0.528, -0.753, 0.301, 0.280, 0.231, 0.241, 0.282, 0.198, 0.290, 0.366, -0.673, 0.335, 0.307, -0.661], "gap_ev": 7.273, "total_charge": -1}

---

*Q*
{"formula": "C2H10NO3", "method": "ωB97M-V/def2-TZVPD", "symbols": ["C", "O", "C", "N", "H", "H", "H", "H", "H", "H", "H", "H", "O", "H", "H", "O"], "coordinates": [[-0.677, 0.765, 1.263], [0.039, -0.412, 1.056], [-0.116, 1.787, 0.259], [1.281, 2.219, 0.555], [-1.756, 0.706, 1.115], [-0.519, 1.112, 2.289], [-0.108, 1.228, -0.678], [-0.736, 2.701, 0.361], [1.873, 1.393, 0.492], [1.330, 2.423, 1.552], [0.398, -3.345, -1.290], [0.958, -3.217, -2.590], [1.064, -3.807, -1.838], [-1.527, -1.056, -1.818], [-0.304, -0.972, 0.311], [-1.200, -1.525, -1.039]], "mulliken_charge": [-0.495, -0.550, -0.448, -0.697, 0.262, 0.342, 0.301, 0.330, 0.279, 0.232, 0.366, 0.310, -0.709, 0.112, 0.419, -1.053], "gap_ev": 7.866, "total_charge": -1}

---

Which is the most stable structure? *Q* is the most stable.